[1]
Computed, not measured: a structure of composition C31H54Br2IN7O8P at a distorted geometry, with ωB97M-V/def2-TZVPD.

Structure (XYZ):
```
104
Properties=species:S:1:pos:R:3:forces:R:3:mulliken_charge:R:1
C 1.9865 3.8718 3.6354 0.4 -0.3 0.4 -0.88
C 2.1708 2.7122 2.5673 0.3 0.7 0.3 -0.13
C 0.8773 2.4750 1.6434 1.8 0.5 2.1 -1.23
I 1.0796 3.7717 -0.0728 -0.5 -0.5 0.4 0.14
N 0.8779 1.0227 1.3247 -0.6 -1.8 -1.4 1.24
C 1.3550 0.5007 0.1024 -0.7 -3.7 1.3 -0.01
C 1.2146 -0.9287 0.2169 0.8 2.8 -1.3 -0.51
C 1.6477 -1.8572 -0.9538 0.4 0.2 0.5 -0.07
P 0.6177 -1.5858 -2.5082 -1.9 -2.0 -2.1 0.74
O -0.3721 -2.6982 -2.6855 1.2 1.1 0.9 -0.66
O -0.2213 -0.1536 -2.4951 1.8 -1.0 0.3 -0.51
O 1.6190 -1.6061 -3.8761 -1.5 1.5 2.4 -0.44
N 0.6714 -1.2297 1.4822 0.7 1.9 -1.0 0.71
C 0.4190 -2.6276 1.8697 -0.6 -1.5 -0.5 -1.18
Br 0.8312 -3.0275 3.7590 0.3 0.4 -1.0 0.01
C -1.0299 -3.1645 1.3780 0.0 0.3 -0.9 0.48
C -1.8171 -2.1203 0.4990 -0.7 -0.4 0.1 -0.55
Br -2.1353 -3.8782 2.8959 0.3 0.5 -1.1 -0.04
C 0.4606 -0.0280 2.1224 -0.1 0.5 0.6 0.14
C -0.1120 0.1695 3.5526 0.2 1.3 -0.4 -1.24
C -1.6459 -0.1869 3.7090 1.3 0.6 0.5 -0.40
C -2.6075 0.5344 2.7153 -1.4 -1.7 -0.2 -0.05
O -3.6999 0.0347 2.5542 1.0 0.3 0.5 -0.50
N -2.2723 1.7374 1.9405 -0.8 0.2 0.1 0.47
C -3.4276 2.6427 1.8435 -2.4 2.0 -0.8 0.67
C -4.2938 2.9668 2.9805 0.0 0.3 -1.2 -0.23
C -5.4563 3.8643 2.8820 1.8 -0.8 -2.0 -0.72
C -5.7569 4.4852 1.5910 1.8 -1.5 0.5 -0.41
C -4.8912 4.1929 0.4295 0.0 -0.7 2.3 -0.67
C -3.7541 3.2698 0.5415 -1.3 0.8 1.6 -0.32
H 0.9303 4.2118 3.7802 0.9 -0.2 -0.3 0.13
H 2.3434 3.4821 4.6325 -0.4 0.4 -1.0 0.29
H 2.6333 4.7598 3.4072 -0.8 -0.8 0.1 0.31
H 3.0669 2.9763 1.9349 -1.0 -0.6 0.5 0.57
H 2.4440 1.7805 3.1429 -0.6 0.7 -0.8 0.20
H -0.0058 2.8149 2.2362 0.4 -0.7 -0.9 0.45
H 1.7802 0.9962 -0.7930 -0.5 0.1 1.2 0.26
H 2.7442 -1.6893 -1.1738 -1.1 0.0 0.3 -0.06
H 1.5238 -2.9423 -0.6913 0.0 1.0 -0.5 0.26
H -0.7560 -0.0966 -1.6803 0.2 -0.1 -0.5 0.39
H 1.0910 -1.1854 -4.5890 0.4 -0.3 0.3 0.29
H 1.1527 -3.2470 1.2804 -0.7 0.8 0.9 0.64
H -0.8517 -4.0750 0.7052 -0.2 1.4 1.5 0.09
H -1.4933 -2.1736 -0.5855 -0.1 0.0 1.2 -0.17
H -2.9019 -2.4300 0.4933 1.1 0.4 0.0 0.62
H -1.7907 -1.0664 0.8787 0.0 -0.9 -0.3 -0.12
H -0.0086 1.2735 3.7816 0.0 -1.2 -0.4 0.19
H 0.5569 -0.3422 4.2966 -0.9 0.3 -0.8 0.63
H -1.9461 0.1595 4.7452 0.3 -0.3 -1.1 0.64
H -1.7398 -1.3018 3.7206 -0.5 1.0 -0.4 -0.18
H -2.1748 1.3988 0.9696 0.4 0.1 0.6 -0.01
H -4.0553 2.4586 3.9546 -0.4 0.7 -1.0 0.27
H -6.0744 4.0223 3.7968 0.6 -0.1 -1.0 0.38
H -6.6373 5.1608 1.5128 0.9 -0.6 -0.1 0.38
H -5.1562 4.7127 -0.5230 0.5 -0.8 0.8 0.35
H -3.1596 3.1044 -0.3883 -0.4 0.0 1.0 0.34
C -0.7739 6.9503 4.5788 -0.2 0.1 0.1 0.06
O -0.1248 6.2392 3.8294 -0.2 -0.1 0.0 -0.58
N -2.1206 6.9616 4.6730 0.4 0.1 0.1 0.18
C -2.8205 7.8393 5.5905 -0.1 -0.2 -0.2 -0.94
C -2.8904 6.0675 3.8298 0.3 0.0 -0.1 -0.94
H -0.2882 7.6662 5.2616 0.0 0.0 0.0 0.28
H -3.4087 7.2360 6.2857 0.0 0.2 0.1 0.33
H -3.4862 8.4935 5.0232 0.0 0.1 0.2 0.33
H -2.1172 8.4504 6.1558 0.0 -0.1 -0.1 0.30
H -2.5986 5.0369 4.0372 -0.1 0.0 -0.1 0.24
H -2.6763 6.2854 2.7812 -0.1 -0.1 0.0 0.29
H -3.9548 6.1904 4.0181 0.1 0.0 0.0 0.45
C -0.8410 0.4801 -7.3987 0.1 0.0 -0.1 0.12
O -0.9920 1.6821 -7.4741 0.2 -0.1 0.0 -0.58
N 0.1908 -0.2146 -7.9431 -0.3 0.0 0.3 0.10
C 0.3042 -1.6534 -7.8096 0.1 0.3 -0.2 -0.96
C 1.2116 0.5077 -8.6816 -0.2 0.2 0.1 -0.96
H -1.5586 -0.1629 -6.8606 0.0 -0.1 0.0 0.29
H 1.2428 -1.8883 -7.3001 0.0 -0.2 -0.1 0.34
H 0.3014 -2.1021 -8.8053 0.1 -0.2 0.1 0.36
H -0.5280 -2.0586 -7.2334 0.0 0.1 0.0 0.32
H 1.6783 1.2447 -8.0248 0.1 0.0 -0.2 0.30
H 0.7473 1.0323 -9.5187 0.2 0.0 0.0 0.30
H 1.9683 -0.1805 -9.0556 -0.1 0.0 0.1 0.39
C -0.1633 -6.9027 0.5769 -0.1 -0.5 -0.3 0.09
O -0.1351 -5.7137 0.8690 0.3 -0.4 -0.2 -0.59
N -0.6928 -7.4090 -0.5517 0.2 0.1 0.5 0.14
C -0.6908 -8.8327 -0.8318 -0.1 0.1 -0.1 -0.92
C -1.2853 -6.5004 -1.5202 0.1 0.2 0.2 -0.89
H 0.2580 -7.6721 1.2417 0.0 0.0 0.0 0.26
H -0.1425 -9.0143 -1.7584 -0.1 -0.1 0.0 0.34
H -1.7209 -9.1765 -0.9449 0.1 -0.1 0.0 0.34
H -0.2168 -9.3870 -0.0223 0.0 0.1 0.0 0.29
H -0.5299 -5.7864 -1.8554 -0.1 0.1 -0.1 0.30
H -2.0995 -5.9490 -1.0454 0.0 0.0 -0.1 0.26
H -1.6690 -7.0544 -2.3750 0.1 0.0 0.1 0.36
C 5.5691 -1.1021 -2.0587 0.2 -0.2 -0.2 0.15
O 5.2357 -0.5829 -1.0051 -0.1 -0.2 0.1 -0.65
N 6.4624 -2.1067 -2.1879 -0.4 0.3 -0.1 0.12
C 6.8049 -2.6709 -3.4796 0.1 -0.1 0.2 -0.93
C 7.0997 -2.6382 -0.9957 -0.1 0.2 0.1 -0.92
H 5.1467 -0.7739 -3.0229 0.0 0.0 0.0 0.31
H 6.5601 -3.7353 -3.4821 0.1 0.0 -0.2 0.35
H 7.8753 -2.5433 -3.6538 -0.1 -0.1 -0.1 0.35
H 6.2524 -2.1761 -4.2780 0.0 0.0 0.1 0.29
H 6.3343 -3.0224 -0.3184 0.1 0.0 0.1 0.27
H 7.6420 -1.8373 -0.4898 0.0 -0.1 0.1 0.30
H 7.7900 -3.4380 -1.2587 -0.1 0.1 -0.1 0.39
```
Positions in Å, forces in eV/Å.

HOMO-LUMO gap ... 8.01 eV
E_LUMO ... -2.6 eV
Net charge ... +1
Energy above the lowest of the compared OMol25 structures with the same formula, charge and spin ... 3.6148 eV

---

[2]
Computed, not measured: an isolated molecule of C15H20N4O3S2 at a distorted geometry, with ωB97M-V/def2-TZVPD.

Structure (XYZ):
```
44
Properties=species:S:1:pos:R:3:forces:R:3:mulliken_charge:R:1
C -2.7101 -1.1460 4.0404 0.2 0.0 -0.2 -1.21
C -1.8537 -1.1758 2.7794 -0.3 -0.5 0.2 -0.76
N -1.6901 0.1479 2.2133 -0.6 0.0 -1.0 0.09
C -0.9402 1.1407 2.8595 0.3 0.8 0.3 0.64
C 0.0321 0.8126 3.8041 -0.1 -0.2 -0.1 -0.37
C 0.7888 1.8040 4.4022 0.0 0.0 0.0 -0.74
C 0.5986 3.1334 4.0709 0.0 0.1 0.0 -0.56
C -0.3694 3.4634 3.1381 0.0 0.0 0.0 -0.68
C -1.1370 2.4824 2.5381 0.0 0.1 0.2 -0.35
S -2.3647 0.4525 0.7248 0.3 0.1 0.1 1.27
O -2.7566 -0.8043 0.1628 0.2 -0.2 0.0 -0.68
O -3.3203 1.5091 0.7441 0.2 0.1 0.1 -0.68
C -0.9161 0.9492 -0.1899 0.0 -0.7 -0.2 0.35
N -0.3509 2.0975 -0.2545 -1.5 0.3 0.8 0.03
N 0.7630 2.1144 -0.9554 1.3 0.3 -0.8 -0.88
C 1.0944 0.9557 -1.4496 -1.1 -1.0 0.5 0.38
N 2.2250 0.8322 -2.1868 0.5 0.5 -0.2 -0.05
C 2.8450 -0.2174 -2.8575 0.0 -0.1 0.2 0.34
O 3.9030 0.0086 -3.3895 0.2 -0.1 -0.2 -0.61
C 2.1350 -1.5371 -2.9036 -0.1 0.0 -0.2 -1.07
C 1.0168 -1.5251 -3.9666 0.1 -0.2 -0.1 0.90
C 1.6224 -1.4769 -5.3663 -0.1 0.2 0.2 -1.53
C 0.1350 -2.7589 -3.8000 0.1 0.3 0.0 -1.51
S -0.0598 -0.3124 -1.0342 0.4 0.7 -0.1 -0.14
H -2.8443 -2.1567 4.4166 0.0 -0.1 0.1 0.40
H -2.2385 -0.5407 4.8111 0.0 0.0 0.1 0.34
H -3.6846 -0.7207 3.8151 -0.1 0.0 0.0 0.31
H -0.8756 -1.6253 2.9817 -0.1 0.1 -0.1 0.47
H -2.3459 -1.7681 2.0077 0.2 -0.1 0.2 0.45
H 0.2099 -0.2144 4.0798 0.0 -0.1 0.0 0.31
H 1.5361 1.5272 5.1315 0.0 0.0 0.1 0.38
H 1.1946 3.9021 4.5381 0.0 0.1 0.0 0.39
H -0.5368 4.4956 2.8723 0.0 0.1 0.0 0.40
H -1.8971 2.7569 1.8287 0.0 0.1 0.0 0.58
H 2.7436 1.7058 -2.2510 -0.1 -0.2 0.0 0.28
H 1.7186 -1.7784 -1.9254 0.1 -0.1 0.0 0.53
H 2.8695 -2.2979 -3.1727 0.0 0.0 0.1 0.44
H 0.3982 -0.6329 -3.8209 0.0 0.0 0.0 0.33
H 2.1832 -2.3871 -5.5665 0.1 -0.1 0.0 0.35
H 0.8388 -1.3853 -6.1142 -0.1 0.0 -0.1 0.41
H 2.2982 -0.6316 -5.4688 0.1 0.1 -0.1 0.39
H -0.3533 -2.7578 -2.8283 -0.1 -0.1 0.1 0.30
H -0.6339 -2.7753 -4.5681 -0.1 -0.1 -0.1 0.40
H 0.7293 -3.6652 -3.8904 0.1 -0.1 0.0 0.36
```
Positions in Å, forces in eV/Å.

SMILES ... CCN(c1ccccc1)S(=O)(=O)c1nnc(NC(=O)CC(C)C)s1
HOMO-LUMO gap ... 8.66 eV
E_LUMO ... 0.0 eV
Energy above the lowest of the compared OMol25 structures with the same formula, charge and spin ... 3.1899 eV

---

[3]
Computed, not measured: a structure of composition C23H42AlF7NO11S3 at a distorted geometry, with ωB97M-V/def2-TZVPD.

Structure (XYZ):
```
88
Properties=species:S:1:pos:R:3:forces:R:3:mulliken_charge:R:1
C 3.2201 2.2552 2.2475 0.7 0.1 0.8 -0.66
C 4.6393 1.7274 1.7057 -0.2 -0.3 1.3 -0.62
N 4.7071 1.5544 0.2278 -1.5 1.0 -1.3 0.10
C 3.9400 0.3721 -0.2517 0.2 -1.5 0.5 -0.27
C 4.0938 0.0703 -1.8150 -1.3 1.3 -0.1 -1.01
C 4.3700 2.7827 -0.4899 1.8 1.3 0.8 -0.09
S 5.5452 3.9931 -0.5281 -1.4 -1.2 0.2 -0.22
S 2.7630 3.1385 -1.3199 0.2 -1.0 0.7 -0.20
C 1.9141 4.5888 -0.5364 -0.5 1.6 -0.1 -0.30
C 0.3302 4.4023 -0.8502 0.3 -0.8 0.1 -0.60
C -0.5527 4.2760 0.4815 0.0 0.8 -0.3 -0.65
Al -2.0040 2.8603 0.1597 2.0 -0.8 0.3 0.35
S -4.0191 3.8989 -0.2475 -0.2 5.2 -0.9 0.83
O -3.9370 4.7060 -1.5338 -0.2 -2.5 1.9 -0.69
O -4.4596 4.8313 0.8539 0.1 -2.5 -1.2 -0.67
C -5.2952 2.5185 -0.5604 -0.3 0.0 -0.9 0.45
F -4.5387 1.3689 -0.8746 -1.6 1.8 0.6 -0.26
F -6.0443 2.9133 -1.6857 1.0 -1.3 2.2 -0.26
C -6.2446 2.2538 0.7099 -0.1 0.5 -0.3 0.54
F -5.5267 2.3079 1.9199 -1.6 -0.1 -2.6 -0.22
F -7.2369 3.2522 0.6684 1.9 -2.0 0.4 -0.26
C -6.9722 0.8212 0.6202 -0.4 -0.5 0.3 0.66
F -6.1673 -0.1666 1.2255 -2.3 2.1 -1.5 -0.23
F -7.2536 0.4428 -0.7091 0.6 0.8 3.2 -0.26
F -8.2014 0.9503 1.3089 2.7 -0.7 -1.4 -0.28
H 2.3450 1.5834 1.9603 1.2 1.1 0.2 0.23
H 3.0586 3.3459 1.9442 0.1 -1.6 0.3 0.06
H 3.2876 2.2449 3.3963 -0.2 0.0 -1.6 0.40
H 4.8383 0.6934 2.1663 -0.3 1.4 -0.8 0.33
H 5.4812 2.3979 2.1068 -1.3 -0.8 -1.0 0.29
H 2.8595 0.4578 0.1065 1.1 -0.2 -0.9 0.23
H 4.3797 -0.5422 0.2927 -0.6 1.4 -0.6 0.34
H 4.9917 0.5970 -2.2915 -1.0 -1.1 0.9 0.19
H 4.0471 -1.0399 -2.0351 0.4 1.4 0.3 0.36
H 3.1701 0.5356 -2.3209 1.4 -0.7 0.5 0.26
H 2.1343 4.6972 0.5719 -0.3 -0.4 -1.4 0.32
H 2.2388 5.5585 -1.0361 0.0 -1.3 0.6 0.30
H -0.0259 5.2210 -1.5698 0.5 -1.1 1.2 0.30
H 0.1957 3.4152 -1.4251 0.4 1.4 0.6 0.24
H -1.0382 5.2801 0.7251 0.8 -1.1 -0.1 0.35
H 0.1088 3.9630 1.3672 -0.9 0.4 -1.2 0.25
H -2.1222 1.7797 1.3407 -0.4 0.2 0.2 -0.30
H -1.6607 2.0130 -1.1629 -0.2 0.2 -0.2 -0.30
C 0.7308 -3.4397 3.6720 0.2 0.0 0.3 -1.11
C 1.5810 -3.7513 2.4549 -0.7 -0.1 0.0 -0.20
O 2.9275 -3.2903 2.6289 0.5 -0.2 0.1 -0.26
C 3.6970 -4.0349 3.4332 -0.3 0.2 0.0 0.70
O 3.3613 -5.0414 4.0084 0.2 0.2 -0.2 -0.57
O 4.9036 -3.4515 3.5129 -0.2 -0.1 -0.1 -0.29
C 5.7915 -4.0890 4.4291 0.3 -0.1 0.2 -0.66
H 0.7794 -2.3746 3.9109 -0.1 0.0 -0.2 0.30
H -0.3099 -3.7180 3.4966 0.1 0.1 -0.1 0.36
H 1.0849 -3.9794 4.5531 0.0 -0.1 -0.1 0.31
H 1.1791 -3.2206 1.5894 0.3 0.1 0.0 0.31
H 1.5683 -4.8178 2.2145 0.2 0.1 0.2 0.30
H 5.8929 -5.1531 4.2073 -0.2 0.1 0.1 0.29
H 5.4393 -3.9415 5.4516 0.0 -0.2 -0.1 0.29
H 6.7701 -3.6198 4.3270 -0.2 0.1 -0.2 0.22
C -9.0421 -2.3472 0.2173 -0.1 -0.3 0.0 -1.08
C -9.3483 -1.7784 1.5901 0.5 0.2 -0.4 0.00
O -10.5787 -2.3067 2.1081 -0.2 -0.4 0.4 -0.37
C -10.5217 -3.5615 2.5715 0.1 0.3 -0.3 0.73
O -9.5444 -4.2687 2.5944 -0.3 0.1 0.1 -0.55
O -11.7518 -3.9105 2.9844 0.2 0.1 0.0 -0.35
C -11.8526 -5.2692 3.4053 -0.1 -0.3 0.2 -0.63
H -9.8843 -2.1867 -0.4605 0.1 0.2 0.0 0.28
H -8.1516 -1.8787 -0.2043 -0.1 0.0 0.0 0.32
H -8.8719 -3.4252 0.2625 0.1 0.1 0.1 0.34
H -9.4806 -0.7013 1.5112 -0.4 -0.3 0.2 0.21
H -8.5287 -1.9526 2.2926 -0.2 -0.2 0.0 0.31
H -11.1092 -5.5035 4.1698 0.0 0.0 -0.2 0.29
H -11.7427 -5.9336 2.5463 0.1 0.0 0.1 0.29
H -12.8450 -5.4139 3.8324 0.0 0.3 -0.1 0.22
C 7.9460 -0.9591 -7.8128 0.3 0.1 0.1 -1.09
C 6.5941 -0.6253 -7.2101 0.1 -0.1 -0.6 -0.19
O 6.6774 -0.4965 -5.7864 -0.1 0.2 0.2 -0.34
C 7.2278 0.6420 -5.3391 0.1 -0.1 0.1 0.76
O 7.6444 1.5458 -6.0216 -0.2 -0.3 0.2 -0.56
O 7.2603 0.5908 -3.9998 -0.1 -0.1 -0.4 -0.33
C 7.9231 1.7020 -3.3951 0.2 0.4 0.4 -0.70
H 8.3685 -1.8477 -7.3375 -0.1 0.0 -0.1 0.29
H 7.8560 -1.1377 -8.8861 0.0 0.0 0.1 0.36
H 8.6604 -0.1473 -7.6604 -0.2 0.0 -0.1 0.31
H 5.8986 -1.4433 -7.4091 0.0 0.1 0.3 0.29
H 6.1655 0.2778 -7.6530 0.2 0.0 0.2 0.31
H 7.4976 2.6488 -3.7325 0.1 -0.1 -0.1 0.31
H 8.9919 1.6607 -3.6140 -0.1 0.1 -0.1 0.36
H 7.7863 1.6279 -2.3161 -0.2 -0.2 -0.1 0.21
```
Positions in Å, forces in eV/Å.

HOMO-LUMO gap ... 7.64 eV
E_LUMO ... 1.5 eV
Net charge ... -1